{
  "formula": "CNO6S",
  "method": "wB97M-V/def2-TZVPD",
  "relative_energy_ev": 1.174,
  "gap_ev": 8.62,
  "total_charge": -1,
  "largest_force_ev_per_a": 3.644,
  "total_energy_ev": -25646.05365,
  "species": ["C", "N", "O", "O", "O", "O", "O", "O", "S"],
  "xyz": [[1.28866, -0.38431, -0.11033], [0.64448, 1.94407, 0.27321], [0.81044, -1.44240, -0.45380], [2.40107, -0.09989, 0.21220], [0.06186, 2.59444, 1.07627], [0.20107, 0.56591, 0.13252], [-2.35238, -0.44815, -1.30498], [-1.68141, -1.45351, 0.77739], [-1.37380, -1.27616, -0.60247]],
  "atomic_forces_ev_per_a": [[0.3, 0.5, 1.2], [0.2, 0.3, 0.5], [-0.2, -1.8, -1.0], [1.8, 1.5, 0.2], [0.2, -2.0, -1.3], [-0.2, 2.3, 0.9], [0.6, 0.3, 0.3], [0.1, -0.1, 1.3], [-2.8, -1.1, -2.0]]
}



{
  "formula": "F2N2O2",
  "method": "wB97M-V/def2-TZVPD",
  "relative_energy_ev": 0.631,
  "gap_ev": [8.61, 10.61],
  "total_charge": 0,
  "largest_force_ev_per_a": 3.025,
  "total_energy_ev": -12501.75636,
  "species": ["N", "N", "O", "O", "F", "F"],
  "xyz": [[-1.30474, 0.04015, 0.02692], [1.22416, -0.40550, 0.38679], [-1.93691, -0.55475, 0.81112], [-1.31019, 0.62705, -1.00583], [1.51780, -0.49644, -0.96563], [1.80987, 0.78949, 0.74663]],
  "atomic_forces_ev_per_a": [[3.0, 0.6, 0.0], [0.9, 0.9, -1.0], [-1.5, -0.1, -0.4], [-1.5, -0.5, 0.4], [-0.3, 0.2, 1.4], [-0.6, -1.1, -0.4]]
}



{
  "formula": "C4H11N2O",
  "method": "wB97M-V/def2-TZVPD",
  "relative_energy_ev": 0.551,
  "gap_ev": [5.94, 10.32],
  "spin_multiplicity": 2,
  "total_charge": 0,
  "largest_force_ev_per_a": 1.693,
  "total_energy_ev": -9351.96649,
  "s_squared": 0.75,
  "species": ["C", "C", "C", "N", "H", "H", "H", "H", "H", "H", "H", "H", "C", "N", "O", "H", "H", "H"],
  "xyz": [[-0.13706, 1.93854, -0.69512], [0.25051, 1.46824, 0.70798], [-1.50019, 0.06822, 1.76626], [-0.35144, 0.18405, 1.06180], [0.21886, 1.24044, -1.44914], [-1.20382, 2.09267, -0.84567], [0.41842, 2.86222, -0.91544], [1.31243, 1.22596, 0.72643], [0.06381, 2.22260, 1.47601], [-1.88371, -0.91339, 2.00283], [-2.10250, 0.95718, 1.93642], [0.08120, -0.64139, 0.64250], [0.36671, -2.63038, -1.07606], [1.12090, -1.49763, -0.75726], [-0.78025, -2.57601, -1.41756], [0.96803, -3.54484, -1.22069], [2.07973, -1.72007, -0.52500], [1.07837, -0.73643, -1.41831]],
  "atomic_forces_ev_per_a": [[0.7, 0.6, 0.0], [-0.1, -1.4, -0.3], [-1.0, 0.2, 0.5], [0.6, 0.2, -0.3], [-0.2, -0.3, 0.0], [0.0, 0.0, 0.2], [-0.4, 0.0, 0.0], [0.3, 0.6, -0.1], [-0.2, -0.2, 0.0], [0.0, 0.1, -0.1], [0.1, -0.2, 0.0], [-0.3, 0.7, 0.4], [0.3, 0.5, -1.6], [0.8, -0.8, 0.1], [-0.2, 0.0, 0.3], [-0.1, -0.2, 0.8], [0.0, 0.0, -0.1], [-0.5, 0.1, 0.1]]
}



{
  "formula": "C5H14O3",
  "method": "wB97M-V/def2-TZVPD",
  "relative_energy_ev": 2.549,
  "gap_ev": 9.20,
  "total_charge": 0,
  "largest_force_ev_per_a": 5.337,
  "total_energy_ev": -11551.57470,
  "smiles": "C=C/C=C/C.O.O.O",
  "species": ["C", "C", "C", "C", "C", "H", "H", "H", "H", "H", "H", "H", "H", "H", "H", "O", "H", "H", "O", "H", "H", "O"],
  "xyz": [[-0.87547, -0.31505, 2.41808], [-0.73324, -0.80663, 0.98164], [-0.28482, -0.10972, -0.00128], [-0.48132, -0.42990, -1.44875], [-0.12659, 0.42927, -2.50424], [-0.86109, 0.75031, 2.24072], [-0.17967, -0.87133, 3.08916], [-1.92709, -0.41940, 2.62755], [-1.35929, -1.71252, 0.74623], [0.49524, 0.77718, 0.24781], [-1.08034, -1.40765, -1.57855], [-0.16323, -0.22991, -3.40199], [0.34445, 1.41976, -2.21368], [-2.51753, 0.65963, -0.58672], [-3.95367, 0.24795, -0.35765], [-3.08506, 0.07510, -0.11292], [2.66487, -1.03035, 0.47364], [1.73498, -1.67829, -0.46287], [2.50434, -1.86050, 0.04900], [3.91906, 1.86491, 0.35394], [2.95633, 2.64717, -0.59420], [3.00914, 1.99997, 0.03509]],
  "atomic_forces_ev_per_a": [[0.4, -0.6, -1.8], [-2.6, -2.5, 2.1], [3.5, 3.2, -2.4], [-0.1, 1.1, -0.4], [-0.4, -3.2, 3.1], [1.2, 0.6, 1.1], [-0.7, 1.1, -0.1], [-0.3, -0.8, 0.6], [0.8, 0.8, 0.1], [-2.1, -1.6, -0.7], [1.3, 1.5, -0.3], [0.1, 2.0, -0.2], [-0.5, -1.5, -1.1], [0.5, 0.7, -0.6], [-2.4, 0.6, -0.8], [1.2, -1.2, 1.4], [0.3, 0.8, 0.5], [-1.0, 0.1, -0.7], [0.8, -0.9, 0.2], [-0.6, 0.5, -0.6], [0.3, 2.6, -2.4], [0.3, -3.1, 3.0]]
}